## a
C4H10N2O2 | the ωB97M-V functional and the def2-TZVPD basis

Properties
- charge = 0
- E_HOMO (eV) = -8.10
- lowest unoccupied orbital energy (eV) = -0.065
- frontier orbital gap (eV) = 8.04

Each line ends with the Mulliken charge.
Element x y z (Å)
O -0.176 1.697 -1.302  -0.636
O 0.499 -1.944 -1.187  -0.732
N 1.671 0.608 -0.533  -0.316
N -0.273 -1.282 1.122  -0.388
C -0.960 -0.202 0.870  0.080
C 0.393 0.670 -0.997  0.294
C -0.940 1.023 1.720  -1.125
C 0.013 -0.901 -1.822  -0.357
H 0.532 -0.627 -2.751  0.371
H 0.126 -1.871 0.108  0.358
H 0.005 1.137 2.252  0.354
H -1.805 -0.328 0.203  0.373
H 0.492 -1.155 1.779  0.273
H -1.081 -0.844 -1.917  0.299
H 2.245 1.438 -0.544  0.239
H 2.123 -0.294 -0.541  0.251
H -1.757 0.975 2.447  0.341
H -1.106 1.899 1.094  0.320

## b
C4H10N2O2 | the ωB97M-V functional and the def2-TZVPD basis

Properties
- charge = 0
- E_HOMO (eV) = -9.11
- lowest unoccupied orbital energy (eV) = 0.778
- frontier orbital gap (eV) = 9.89

Each line ends with the Mulliken charge.
Element x y z (Å)
O 0.079 2.138 -0.054  -0.607
O -1.246 -1.659 1.934  -0.537
N 1.392 0.194 -1.528  -0.439
N -0.950 0.615 1.270  -0.224
C 0.032 1.006 0.350  0.658
C 0.886 -0.140 -0.199  -0.665
C 0.425 -0.092 -2.616  -0.764
C -0.696 -0.367 2.280  -0.335
H 0.305 -1.053 -0.117  0.334
H 1.559 1.176 -1.516  0.280
H -1.577 1.355 1.544  0.253
H -0.160 -0.968 -2.318  0.284
H -0.264 0.722 -2.833  0.275
H -1.124 -0.032 3.222  0.323
H 0.348 -0.592 2.469  0.281
H 1.764 -0.335 0.424  0.253
H -1.779 -1.498 1.142  0.327
H 1.008 -0.471 -3.455  0.304

Stability check: which of them is least stable? a.

## a
C5H11NO | the ωB97M-V functional and the def2-TZVPD basis

Properties
- charge = 0
- E_HOMO (eV) = -9.16
- lowest unoccupied orbital energy (eV) = 0.761
- frontier orbital gap (eV) = 9.92

Each line ends with the Mulliken charge.
Element x y z (Å)
O -1.920 0.397 0.086  -0.724
N 0.247 -0.216 0.003  0.004
C 1.481 -0.900 0.393  -1.522
C 0.312 0.210 -1.515  -0.865
C -0.975 -0.717 2.054  -1.206
C 1.226 1.495 -1.580  -1.227
C -0.878 -0.183 0.605  1.062
H 2.058 1.016 -1.384  0.443
H -0.574 0.322 -1.817  0.589
H -1.964 -0.441 2.325  0.336
H 0.845 2.277 -1.238  0.486
H 1.326 1.653 -2.777  0.249
H -0.086 -0.154 2.774  0.251
H 1.429 -1.678 -0.021  0.779
H 2.381 -0.401 0.212  0.263
H 1.301 -1.195 1.405  0.471
H -0.832 -1.876 2.174  0.271
H 0.756 -0.621 -2.101  0.338

## b
C5H11NO | the ωB97M-V functional and the def2-TZVPD basis

Properties
- charge = 0
- E_HOMO (eV) = -8.36
- lowest unoccupied orbital energy (eV) = 0.948
- frontier orbital gap (eV) = 9.31

Each line ends with the Mulliken charge.
Element x y z (Å)
O -0.194 0.337 2.628  -0.512
N 0.952 0.463 -0.822  -0.478
C -1.077 -0.618 -0.136  -0.829
C 0.159 0.087 -2.062  -0.507
C -0.846 -1.030 -1.653  -0.568
C 0.288 -0.156 0.303  0.204
C 0.512 0.836 1.453  -0.617
H 0.363 0.836 3.272  0.326
H -0.380 1.054 -2.293  0.208
H -1.541 -1.107 -2.495  0.361
H -0.334 -2.055 -1.614  0.216
H 0.219 1.937 1.466  0.278
H 0.899 -1.012 0.433  0.196
H 0.999 -0.068 -2.759  0.377
H -1.747 0.262 0.024  0.311
H 1.656 0.619 1.689  0.277
H -1.435 -1.392 0.442  0.444
H 1.965 0.269 -0.862  0.311

Stability check: which of them is least stable? a.

## a
C5H11NO | the ωB97M-V functional and the def2-TZVPD basis

Properties
- charge = 0
- E_HOMO (eV) = -8.71
- lowest unoccupied orbital energy (eV) = 1.068
- frontier orbital gap (eV) = 9.78

Each line ends with the Mulliken charge.
Element x y z (Å)
O 2.518 -0.517 -0.765  -0.547
N 1.090 0.592 1.611  -0.540
C -0.998 -0.173 0.526  -0.989
C -1.768 -0.050 -0.748  -0.141
C -2.164 1.067 -1.327  -0.746
C 1.249 -0.992 -0.266  -0.729
C 0.500 0.165 0.379  0.600
H -2.633 1.067 -2.303  0.262
H 1.514 -1.721 0.504  0.348
H -1.971 -0.970 -1.280  0.318
H -1.389 0.427 1.350  0.432
H 0.725 0.187 2.452  0.162
H -1.052 -1.194 0.922  0.329
H 3.183 -0.828 -0.147  0.308
H 1.736 1.353 1.677  0.171
H 0.590 0.940 -0.377  0.216
H -1.859 2.076 -1.093  0.287
H 0.729 -1.429 -1.114  0.260

## b
C5H11NO | the ωB97M-V functional and the def2-TZVPD basis

Properties
- charge = 0
- E_HOMO (eV) = -9.07
- lowest unoccupied orbital energy (eV) = 0.949
- frontier orbital gap (eV) = 10.02

Each line ends with the Mulliken charge.
Element x y z (Å)
O 1.931 -1.699 -0.395  -0.512
N 1.631 1.497 0.104  -0.648
C 1.042 -0.679 -0.861  -0.816
C -1.783 0.111 0.874  -0.145
C -0.830 0.796 -0.108  -0.795
C -2.139 -1.173 0.840  -0.640
C 0.650 0.408 0.147  0.460
H -1.499 -1.837 0.273  0.188
H 1.327 -0.229 -1.815  0.445
H -0.890 1.833 0.218  0.280
H 1.998 1.461 -0.840  0.259
H 2.825 -1.456 -0.647  0.297
H -1.227 0.685 -1.111  0.325
H -2.051 0.776 1.693  0.292
H 0.679 -0.115 1.104  0.227
H -3.095 -1.531 1.197  0.288
H 0.144 -1.283 -0.944  0.233
H 1.286 2.432 0.271  0.262

## c
C5H11NO | the ωB97M-V functional and the def2-TZVPD basis

Properties
- charge = 0
- E_HOMO (eV) = -8.59
- lowest unoccupied orbital energy (eV) = 0.979
- frontier orbital gap (eV) = 9.57

Each line ends with the Mulliken charge.
Element x y z (Å)
O -0.513 -2.462 -0.728  -0.516
N -0.051 0.043 0.845  0.127
C -1.428 0.067 0.949  -0.882
C -0.275 1.383 0.681  -0.132
C 0.617 -1.627 -0.852  -0.326
C 0.245 2.085 -0.586  -1.074
C 0.935 -0.907 0.453  -0.606
H 0.426 3.157 -0.426  0.323
H -0.375 2.014 1.559  0.395
H 1.456 -2.277 -1.117  0.329
H -2.125 0.144 0.114  0.358
H -0.427 1.981 -1.443  0.264
H -1.231 -1.915 -0.379  0.322
H 0.490 -0.890 -1.663  0.239
H -1.851 -0.428 1.849  0.288
H 1.214 1.658 -0.903  0.271
H 1.003 -1.649 1.258  0.252
H 1.890 -0.376 0.391  0.368

## d
C5H11NO | the ωB97M-V functional and the def2-TZVPD basis

Properties
- charge = 0
- E_HOMO (eV) = -8.72
- lowest unoccupied orbital energy (eV) = 0.787
- frontier orbital gap (eV) = 9.51

Each line ends with the Mulliken charge.
Element x y z (Å)
O 0.161 2.499 -0.713  -0.518
N -1.139 0.593 -0.845  -0.484
C 1.161 -0.516 1.970  -1.242
C 0.136 -0.220 0.911  0.451
C -0.997 1.852 -0.898  0.011
C 0.578 -1.004 -1.560  -1.286
C 0.019 -0.154 -0.433  -0.122
H 1.509 -0.708 -2.059  0.266
H -0.755 0.178 1.393  0.378
H -0.202 -1.008 -2.330  0.371
H 0.774 1.783 -0.449  0.464
H 0.823 -1.278 2.685  0.327
H -2.068 -1.424 0.400  0.103
H 0.684 -2.030 -1.204  0.320
H 2.181 -0.738 1.651  0.333
H -1.831 2.522 -1.100  0.393
H 1.191 0.418 2.550  0.307
H -2.226 -0.766 0.031  -0.071

Stability check: which of them is least stable? c.

## a
C5H7N2 | the ωB97M-V functional and the def2-TZVPD basis

Properties
- charge = +1
- E_HOMO (alpha / beta) (eV) = -13.76 / -13.76
- lowest unoccupied orbital energy (alpha / beta) (eV) = -5.742 / -5.747
- frontier orbital gap (alpha / beta) (eV) = 8.02 / 8.02

Each line ends with the Mulliken charge.
Element x y z (Å)
N 1.856 0.759 -0.912  -0.501
N 0.854 0.352 -1.611  0.356
C 1.947 0.081 0.422  -0.312
C -0.680 0.089 0.384  0.630
C -0.227 -0.273 -1.001  -0.327
C 0.575 -0.227 0.699  -0.117
C -2.035 -0.090 1.065  -1.060
H -2.717 -0.838 0.427  0.315
H 2.148 0.893 1.175  0.292
H -1.858 -0.449 2.028  0.359
H 0.871 0.565 -2.539  0.260
H -2.608 0.837 1.098  0.337
H -0.782 -0.982 -1.544  0.444
H 2.655 -0.716 0.308  0.325

## b
C5H7N2 | the ωB97M-V functional and the def2-TZVPD basis

Properties
- charge = +1
- E_HOMO (eV) = -14.55
- lowest unoccupied orbital energy (eV) = -5.060
- frontier orbital gap (eV) = 9.49

Each line ends with the Mulliken charge.
Element x y z (Å)
N 1.822 0.642 0.183  -0.330
N 0.693 -1.324 -0.229  -0.102
C 1.730 -0.584 0.316  -0.137
C -1.017 0.166 0.799  -0.458
C -0.533 -0.744 -0.389  -0.201
C -0.464 1.151 -0.119  -0.354
C 0.922 1.454 -0.286  0.011
H 2.604 -1.097 0.749  0.385
H -0.458 -0.077 1.669  0.302
H -1.079 -1.035 -1.308  0.409
H -2.120 0.354 1.054  0.317
H 0.559 -2.291 -0.407  0.253
H -1.209 1.619 -0.596  0.502
H 1.278 2.371 -0.817  0.403

## c
C5H7N2 | the ωB97M-V functional and the def2-TZVPD basis

Properties
- charge = +1
- E_HOMO (alpha / beta) (eV) = -13.18 / -13.17
- lowest unoccupied orbital energy (alpha / beta) (eV) = -5.791 / -5.795
- frontier orbital gap (alpha / beta) (eV) = 7.39 / 7.38

Each line ends with the Mulliken charge.
Element x y z (Å)
N 2.814 -0.233 0.021  -0.460
N -1.535 1.261 0.072  -0.234
C 0.903 1.428 -0.086  -0.743
C -0.189 0.713 0.079  0.062
C -0.304 -0.837 -0.199  -0.371
C 0.953 -1.560 0.123  -0.574
C 2.101 0.703 0.012  0.724
H 1.056 -1.725 1.098  0.386
H -1.540 2.123 -0.544  0.413
H -2.388 0.677 -0.139  0.379
H -0.685 -0.797 -1.261  0.330
H -1.639 1.483 1.090  0.408
H -1.131 -1.158 0.391  0.369
H 1.584 -2.078 -0.656  0.311

Stability check: which of them is least stable? c.

## a
C5H7N2 | the ωB97M-V functional and the def2-TZVPD basis

Properties
- charge = +1
- E_HOMO (alpha / beta) (eV) = -13.80 / -13.80
- lowest unoccupied orbital energy (alpha / beta) (eV) = -5.405 / -5.404
- frontier orbital gap (alpha / beta) (eV) = 8.40 / 8.40

Each line ends with the Mulliken charge.
Element x y z (Å)
N -0.445 0.470 -0.048  -0.286
N 1.756 0.889 0.432  -0.101
C -2.376 -0.932 0.032  -0.735
C 2.026 -0.285 -0.347  -0.280
C 0.451 1.206 0.602  0.064
C 1.014 -0.860 -0.885  -0.147
C -1.794 0.268 -0.168  0.138
H 0.709 -1.635 -1.590  0.421
H 2.410 1.201 1.138  0.302
H 3.072 -0.585 -0.209  0.383
H -3.308 -1.267 -0.082  0.361
H -2.327 1.156 -0.434  0.363
H -1.610 -1.785 0.279  0.172
H 0.424 2.159 1.278  0.346

## b
C5H7N2 | the ωB97M-V functional and the def2-TZVPD basis

Properties
- charge = +1
- E_HOMO (alpha / beta) (eV) = -12.51 / -12.51
- lowest unoccupied orbital energy (alpha / beta) (eV) = -6.825 / -6.831
- frontier orbital gap (alpha / beta) (eV) = 5.68 / 5.68

Each line ends with the Mulliken charge.
Element x y z (Å)
N 0.442 -0.539 -0.063  0.276
N -0.225 0.540 -0.111  -0.579
C -1.339 -0.523 -2.257  -0.161
C -0.347 1.448 0.891  0.103
C 0.332 1.354 2.049  -0.689
C 0.458 -1.505 -0.901  0.020
C -0.511 -1.512 -2.053  -0.280
H 0.998 0.455 2.146  0.162
H -1.930 0.282 -2.134  0.440
H 0.494 2.148 2.648  0.322
H 1.189 -2.342 -0.821  0.331
H -0.265 -2.364 -2.627  0.409
H -1.025 2.309 0.649  0.328
H 1.300 -0.605 0.588  0.316

Stability check: which of them is least stable? b.

## a
C5H14 | the ωB97M-V functional and the def2-TZVPD basis

Properties
- charge = 0
- E_HOMO (eV) = -11.00
- lowest unoccupied orbital energy (eV) = 1.123
- frontier orbital gap (eV) = 12.12

Each line ends with the Mulliken charge.
Element x y z (Å)
C -2.190 1.447 0.779  -0.872
C 1.061 -0.892 -2.195  -1.069
C 1.224 -0.151 -0.835  0.161
C 1.463 -1.017 0.371  -1.235
C -1.339 0.594 1.760  -0.648
H 0.114 -1.323 -2.464  0.341
H -0.434 1.136 2.036  0.200
H -1.118 -0.302 1.215  0.111
H 2.046 0.507 -1.046  0.298
H -3.274 1.180 0.840  0.310
H -2.097 1.053 -0.249  0.240
H 0.772 -1.876 0.497  0.294
H -1.931 0.341 2.657  0.380
H -1.963 2.495 0.706  0.289
H 1.487 -0.129 -2.859  0.310
H 1.861 -1.633 -2.247  0.292
H 2.555 -1.323 0.334  0.371
H 0.274 0.336 -0.593  -0.121
H 1.488 -0.443 1.291  0.349

## b
C5H14 | the ωB97M-V functional and the def2-TZVPD basis

Properties
- charge = 0
- E_HOMO (eV) = -11.03
- lowest unoccupied orbital energy (eV) = 1.109
- frontier orbital gap (eV) = 12.14

Each line ends with the Mulliken charge.
Element x y z (Å)
C 1.575 1.101 1.669  -1.276
C -1.485 -0.694 -2.311  -1.014
C -0.802 0.671 -2.047  -0.637
C 0.370 -1.169 1.918  -1.356
C 0.662 0.041 0.979  -0.062
H -0.330 0.519 0.753  0.155
H -0.655 -1.318 1.720  0.365
H 0.924 1.642 2.457  0.276
H -1.848 -0.711 -3.242  0.454
H 1.041 -1.962 1.862  0.384
H -2.376 -0.826 -1.717  0.284
H 0.170 0.808 -2.513  0.267
H 1.985 1.590 0.894  0.418
H 2.277 0.708 2.398  0.328
H 1.056 -0.311 0.035  0.417
H 0.268 -0.792 2.915  0.360
H -0.777 -1.515 -2.233  0.268
H -0.628 0.828 -1.003  -0.003
H -1.425 1.393 -2.535  0.370

Stability check: which of them is least stable? b.